Formula: C15H16BN3OS
Source: the OMol25 dataset
Level of theory: ωB97M-V/def2-TZVPD

Positions of all 37 atoms, in Å:
1 C 1.83 -1.41 1.96
2 C 2.02 -2.64 0.84
3 N 2.71 -3.81 1.15
4 C 1.36 -2.40 -0.67
5 C 1.12 -0.75 -0.79
6 C 2.47 0.21 -0.99
7 C 2.34 1.84 -1.15
8 B 3.71 2.76 -1.40
9 N 4.21 3.63 -0.25
10 O 4.36 2.71 -2.76
11 C 0.81 2.47 -1.06
12 C -0.54 1.51 -0.87
13 C -0.43 -0.12 -0.73
14 N -1.54 -1.12 -0.60
15 C -2.80 -0.56 0.01
16 C -3.81 -1.67 0.76
17 C -5.26 -1.24 1.45
18 C -5.79 0.32 1.41
19 C -4.78 1.43 0.69
20 C -3.32 0.99 0.00
21 S -2.25 2.28 -0.82
22 H 2.12 -1.77 3.05
23 H 0.70 -1.05 2.03
24 H 2.55 -0.49 1.72
25 H 2.74 -4.44 0.31
26 H 0.34 -2.97 -0.74
27 H 2.10 -2.82 -1.50
28 H 3.55 -0.30 -1.04
29 H 3.40 4.17 0.12
30 H 4.58 2.98 0.50
31 H 3.91 1.94 -3.24
32 H 0.72 3.65 -1.14
33 H -1.75 -1.60 -1.51
34 H -3.52 -2.81 0.80
35 H -5.92 -2.09 1.93
36 H -6.83 0.64 1.86
37 H -5.12 2.55 0.65

Summary:
LUMO level, eV: -0.37
SMILES: [H]/N=C(/C)Cc1cc(B(N)O)cc2c1Nc1ccccc1S2
Kohn-Sham gap, eV: 7.461